Version one
Molecular formula: C5H14N2O
Method: DFT, wB97M-V/def2-TZVPD

The geometry in ORCA input format:
```
! RIJCOSX wB97M-V def2-TZVPD def2/J DEFGRID3
* xyz 0 1
C -0.8006 1.2117 0.7393
C -1.2647 2.4359 0.0275
C 0.4436 1.1384 1.3793
C -0.6532 -0.0097 -1.3572
N -1.6357 -0.8081 -1.3657
H -1.5585 0.4804 0.9896
H -2.2795 -0.6600 -2.1477
H -0.4783 0.7520 -2.1322
H -0.4433 2.9368 -0.4854
H -2.0633 2.2270 -0.6820
H 1.0422 2.0464 1.3824
H 0.4613 0.5940 2.3207
H 1.1799 0.2586 0.6838
H -1.6598 3.1347 0.7737
C 1.6156 -1.9235 0.4822
N 0.9494 -2.9582 -0.2707
O 1.6902 -0.6533 -0.1395
H 0.3531 -0.3067 -0.7403
H -0.0316 -2.7393 -0.4023
H 1.3761 -3.0616 -1.1844
H 2.6465 -2.2425 0.6720
H 1.1107 -1.8531 1.4571
*
```

HOMO in Ha: -0.3110
Gap between HOMO and LUMO in eV: 7.92

=====

Version two
Molecular formula: C5H14N2O
Method: DFT, wB97M-V/def2-TZVPD

The geometry in ORCA input format:
```
! RIJCOSX wB97M-V def2-TZVPD def2/J DEFGRID3
* xyz 0 1
C 1.1488 -1.1837 -0.0617
C 2.2035 2.4614 0.2464
N -0.1439 -1.8594 -0.1095
C 0.7233 2.3375 0.0847
O -0.3193 -2.4193 -1.4424
N -0.0735 2.5244 1.0817
H 0.0118 -1.7403 -2.0575
H -1.0465 2.3733 0.7935
H 1.3113 -0.7345 0.9240
H 1.2354 -0.3993 -0.8208
H 1.9565 -1.9048 -0.2227
H 2.5784 1.6052 0.8133
H 2.4458 3.3842 0.7786
H 2.6750 2.4703 -0.7394
C -1.2643 -0.9454 0.1326
C -2.5785 -1.7073 0.2467
H -2.5148 -2.4881 1.0123
H -3.3854 -1.0243 0.5314
H -1.3414 -0.1939 -0.6631
H -1.1031 -0.4093 1.0753
H 0.3370 2.0306 -0.9010
H -2.8561 -2.1774 -0.7022
*
```

HOMO in Ha: -0.3419
SMILES: [H]/N=C/C.CCN(C)O
Gap between HOMO and LUMO in eV: 10.09

=====

Version three
Molecular formula: C5H14N2O
Method: DFT, wB97M-V/def2-TZVPD

The geometry in ORCA input format:
```
! RIJCOSX wB97M-V def2-TZVPD def2/J DEFGRID3
* xyz 0 1
N 0.2314 1.4314 -0.9900
C -1.2042 1.3581 -0.7875
C -1.3895 1.3879 0.7278
C -0.1612 0.6414 1.2567
C 0.8845 0.7303 0.1278
C 1.3651 -0.6307 -0.3879
N 1.7691 -1.5078 0.6816
H 0.6190 2.3514 -1.1205
H -1.7047 2.1482 -1.3415
H -1.5860 0.3801 -1.1125
H -2.3112 0.9381 1.1110
H -1.4905 2.4238 1.0612
H 0.1093 1.0717 2.2172
H -0.3880 -0.4068 1.4265
H 1.7224 1.3366 0.4756
H 0.5297 -0.9955 -0.9774
H 2.1155 -0.4479 -1.1659
H 2.5277 -1.1293 1.2207
H 1.7833 -2.4786 0.4271
H -1.1005 -2.0321 -1.2532
H -1.8857 -3.2108 -0.7926
O -1.2979 -2.5272 -0.4472
*
```

HOMO in Ha: -0.3126
SMILES: NC[C@@H]1CCCN1.O
Gap between HOMO and LUMO in eV: 9.30

=====

Version four
Molecular formula: C5H14N2O
Method: DFT, wB97M-V/def2-TZVPD

The geometry in ORCA input format:
```
! RIJCOSX wB97M-V def2-TZVPD def2/J DEFGRID3
* xyz 0 1
C 0.6647 -1.4168 1.1263
N 0.4280 0.0955 0.8020
C -0.9317 0.2986 0.3248
C -1.2114 1.7511 -0.1695
C -0.1059 2.0836 -1.1128
O 0.0779 0.9235 -1.9317
C 0.7572 -1.9991 -0.2737
N 1.5373 -1.3827 -1.2975
H 1.6228 -1.5040 1.6824
H -0.1354 -1.9572 1.7415
H -0.0805 0.4708 1.7312
H -1.1018 -0.4275 -0.5786
H -1.7225 -0.0262 1.0450
H -2.1701 1.6462 -0.7983
H -1.3403 2.3484 0.7616
H -0.5923 2.9234 -1.7586
H 0.8846 2.4345 -0.4824
H 1.2591 -3.0518 -0.2319
H -0.1989 -2.1496 -0.7246
H 1.0807 -0.4455 -1.5353
H 2.4869 -1.2236 -1.0428
H -1.2082 0.6084 2.7228
*
```

HOMO in Ha: -0.3086
Gap between HOMO and LUMO in eV: 3.70

=====

Decreasing stability: version three, version two, version one, version four